A molecular structure, C3H8O, computed with ωB97M-V with the def2-TZVPD basis set.

Geometry (Å):
1 C -1.8361 0.1619 0.0378
2 C -0.4003 -0.1110 0.3353
3 O 0.4768 0.6909 -0.1858
4 C 1.7818 0.5896 -0.0567
5 H -1.9404 0.6212 -0.9495
6 H -2.4101 -0.7705 0.0446
7 H -2.2964 0.8342 0.7766
8 H 0.7523 -1.5637 -0.6896
9 H -0.0937 -0.6894 1.2046
10 H 1.4664 -1.2546 -0.7860
11 H 2.3271 1.3648 -0.5759
12 H 2.1725 0.1265 0.8446

Values from the calculation:
Energy relative to the best compared isomer or geometry (same formula, charge and spin) in eV: 4.3578
Orbital gap (spin up / spin down) in eV: 8.18 / 8.34
Electronic energy in eV: -5283.79273
2S+1: 1
F_max in hartree/bohr: 0.0065
HOMO energy (spin up / spin down) in eV: -7.27 / -7.36

A single C3H8O molecule at a distorted geometry, computed with ωB97M-V with the def2-TZVPD basis set.

Geometry (Å):
1 C 1.4861 0.5397 -0.0793
2 C 0.6044 -0.6436 0.2568
3 C -1.4689 0.4521 0.1217
4 H 2.5627 0.3326 0.1616
5 H 1.4570 0.7175 -1.1710
6 H 1.1582 1.4785 0.4234
7 H 0.5002 -0.7898 1.3503
8 H 1.0401 -1.5723 -0.1074
9 H -1.0920 1.4632 -0.1046
10 H -2.4554 0.3294 -0.3161
11 H -1.6078 0.3651 1.2137
12 O -0.6615 -0.5517 -0.4057

Values from the calculation:
Energy relative to the best compared isomer or geometry (same formula, charge and spin) in eV: 0.6543
Orbital gap in eV: 10.99
Electronic energy in eV: -5287.49621
2S+1: 1
F_max in hartree/bohr: 0.0200
HOMO energy in eV: -9.84